[1]
ORCA calculation (wB97M-V/def2-TZVPD) on C51H39BrN4O7SiZr as an isolated structure.

XYZ file:
```
104
C51H39BrN4O7SiZr (wB97M-V/def2-TZVPD)
Zr -0.67222 -0.06540 -0.60235
O 1.02146 -0.25381 -1.79820
C 1.49207 0.24156 -2.89746
C 2.30382 -0.53964 -3.74546
C 2.81358 -0.00618 -4.90764
C 2.55862 1.32018 -5.27252
C 1.78194 2.10091 -4.44227
C 1.23250 1.58599 -3.26284
C 0.49389 2.46568 -2.38517
N -0.14814 2.11176 -1.33172
N -0.66640 3.16969 -0.59937
C -1.14244 2.72769 0.53144
O -1.10996 1.50918 0.92869
C -1.79334 3.73432 1.41506
C -2.36721 4.88679 0.88790
C -2.97481 5.80778 1.72708
C -3.00657 5.58974 3.09901
C -2.43406 4.44055 3.62689
C -1.83564 3.51286 2.78682
H 2.48979 -1.56576 -3.45329
H 3.42475 -0.63057 -5.55002
H 2.96861 1.72625 -6.18851
H 1.58003 3.13706 -4.69502
H 0.51976 3.53348 -2.60464
H -2.33154 5.03683 -0.18230
H -3.43107 6.69738 1.30891
H -3.48228 6.31074 3.75378
H -2.45645 4.26251 4.69538
H -1.39542 2.60652 3.18313
O -3.57843 -0.79716 -0.57536
N -3.66895 0.41307 -0.80536
O -4.69267 1.05267 -0.63051
O -2.61349 1.01628 -1.23173
C 5.52717 -2.33715 0.06024
C 5.63745 -1.08765 0.65739
C 4.49305 -0.36386 0.96997
C 3.21226 -0.86103 0.70633
C 3.13054 -2.11847 0.10669
C 4.26696 -2.85026 -0.21457
Si 1.62077 0.12127 1.11637
C 1.35253 -0.13949 2.99599
C 2.30036 -0.76230 3.81301
C 2.06829 -0.98360 5.16477
C 0.87300 -0.58058 5.74338
C -0.08215 0.04788 4.95601
C 0.15864 0.26572 3.60507
C 2.22806 1.93022 1.00357
C 2.92441 2.35161 -0.13609
C 3.28245 3.67712 -0.32580
C 2.94714 4.63311 0.62690
C 2.26350 4.24116 1.76792
C 1.91692 2.90680 1.95156
H 6.41684 -2.90290 -0.19420
H 6.61559 -0.67145 0.87462
H 4.60025 0.61715 1.42227
H 2.15573 -2.53254 -0.11788
H 4.15949 -3.81901 -0.69027
H 3.23445 -1.10407 3.38047
H 2.81861 -1.48789 5.76469
H 0.68157 -0.76751 6.79412
H -1.02813 0.35625 5.38888
H -0.60444 0.73289 2.99305
H 3.18484 1.62356 -0.89923
H 3.81279 3.96579 -1.22733
H 3.21185 5.67365 0.47615
H 1.98778 4.97605 2.51660
H 1.37558 2.62286 2.84883
Br -0.03767 -4.20096 4.32856
C -1.74352 -3.47003 3.91793
C -2.75132 -3.76526 4.82815
C -4.02663 -3.25944 4.64115
C -4.29325 -2.45250 3.54494
C -3.28126 -2.15672 2.64901
C -1.98798 -2.65925 2.81173
C -0.95354 -2.29499 1.75841
O 0.07893 -2.92970 1.63549
O -1.28280 -1.23870 1.09393
H -2.52349 -4.38951 5.68137
H -4.80546 -3.49797 5.35602
H -5.28523 -2.05057 3.38206
H -3.47179 -1.53859 1.78142
C 1.03625 -4.89989 -3.03444
C 0.89478 -4.34993 -1.76574
C 0.09071 -3.24430 -1.55368
C -0.59878 -2.61318 -2.60406
C -0.44491 -3.18549 -3.88694
C 0.34999 -4.30047 -4.08614
N -1.30871 -1.46136 -2.36391
C -2.28098 -1.11380 -3.30811
C -3.32235 -1.99499 -3.63380
C -4.29410 -1.64859 -4.55574
C -4.26734 -0.40462 -5.17710
C -3.24868 0.48145 -4.85894
C -2.26554 0.13059 -3.94488
H 1.65965 -5.76987 -3.20130
H 1.40530 -4.78530 -0.91323
H -0.00440 -2.87530 -0.54036
H -0.94265 -2.72732 -4.73238
H 0.44516 -4.69971 -5.09121
H -3.35673 -2.95367 -3.13082
H -5.09229 -2.34888 -4.77697
H -5.03573 -0.12836 -5.88959
H -3.21028 1.45899 -5.32617
H -1.46723 0.82590 -3.71647
```

## Properties
**Charge**: -2
**Multiplicity**: 1
**Highest occupied orbital energy**: -0.0694 Eh
**Orbital gap**: 0.221 Ha
**M**: 1019.11 g/mol
**LUMO level**: 4.13 eV

[2]
ORCA calculation (wB97M-V/def2-TZVPD) on C51H41Br2N2OP2SiTi as an isolated structure in a non-equilibrium geometry.

XYZ file:
```
101
C51H41Br2N2OP2SiTi (wB97M-V/def2-TZVPD)
Ti -0.50666 -0.68376 -0.76724
C -4.04984 0.21165 0.55814
Si -2.18152 0.50851 0.77290
C -1.74761 0.08879 2.59160
C -2.68017 0.26266 3.61920
C -2.32061 0.12940 4.94930
C -1.00555 -0.17465 5.28209
C -0.07567 -0.38565 4.28131
C -0.44377 -0.27126 2.93657
P 0.76408 -0.69712 1.61554
C 2.13106 0.48885 1.99172
C 1.88774 1.56996 2.84242
C 2.90360 2.44682 3.19304
C 4.18348 2.27183 2.69295
C 4.43102 1.23065 1.81209
C 3.41342 0.36111 1.45472
C 1.41188 -2.27840 2.34406
C 0.54756 -3.13436 3.03135
C 0.98861 -4.35067 3.53048
C 2.30793 -4.73953 3.36173
C 3.18152 -3.89397 2.69846
C 2.73577 -2.68413 2.18926
C -1.86776 2.39383 0.89886
C -2.58084 3.19748 1.79227
C -2.32889 4.55321 1.89837
C -1.36612 5.14425 1.08849
C -0.65535 4.37270 0.18848
C -0.88245 2.99608 0.11307
P -0.06523 1.97631 -1.18021
C -0.97034 2.77321 -2.58306
C -0.39975 3.60903 -3.53674
C -1.19687 4.23164 -4.49005
C -2.56638 4.03163 -4.50137
C -3.14685 3.21192 -3.54281
C -2.35601 2.59192 -2.59251
C 1.62928 2.66106 -1.31274
C 2.35111 2.50946 -2.49917
C 3.64706 2.98843 -2.60481
C 4.24803 3.61045 -1.52105
C 3.55431 3.73081 -0.32657
C 2.26032 3.24594 -0.21631
H -4.64890 0.80284 1.25469
H -4.28695 -0.84380 0.71545
H -4.37072 0.47317 -0.45228
H -3.70758 0.50055 3.36706
H -3.06088 0.26843 5.72740
H -0.71216 -0.26335 6.32017
H 0.94074 -0.65123 4.54722
H 0.89554 1.73408 3.23851
H 2.69012 3.26744 3.86655
H 4.97972 2.94978 2.97249
H 5.42246 1.09134 1.40031
H 3.64215 -0.41639 0.74300
H -0.47453 -2.84545 3.22142
H 0.29747 -4.98408 4.07229
H 2.65390 -5.68673 3.75410
H 4.21963 -4.17470 2.57420
H 3.44789 -2.05203 1.68147
H -3.34832 2.75219 2.41540
H -2.88987 5.15633 2.60127
H -1.17801 6.20842 1.15045
H 0.06954 4.84284 -0.46404
H 0.66220 3.80492 -3.53872
H -0.73746 4.88680 -5.21907
H -3.18234 4.52148 -5.24385
H -4.21934 3.06687 -3.52718
H -2.82104 1.98514 -1.82594
H 1.89551 2.01208 -3.34834
H 4.18513 2.88071 -3.53804
H 5.25882 3.98800 -1.60463
H 4.01992 4.20585 0.52663
H 1.73706 3.32600 0.72507
Br 2.17042 -3.72516 -1.06745
C 3.07607 -2.27577 -1.94607
Br 2.24480 -0.51502 -1.70228
H 3.09312 -2.47927 -3.00868
H 4.07643 -2.20795 -1.53797
C -0.07799 -2.28350 -4.99785
C 0.05724 -1.49068 -3.87310
N -0.35289 -1.85777 -2.65503
C -0.96245 -3.06874 -2.55038
C -1.11673 -3.95139 -3.63826
C -0.66302 -3.53139 -4.88920
C -1.71333 -5.23243 -3.41044
C -2.13086 -5.59096 -2.17901
C -2.02669 -4.69301 -1.06840
C -2.49132 -5.01448 0.20889
C -2.40571 -4.06079 1.19932
C -1.83860 -2.82707 0.91841
N -1.32630 -2.49133 -0.26960
C -1.45115 -3.42053 -1.26835
H 0.27494 -1.91875 -5.95204
H 0.50099 -0.50615 -3.94912
H -0.78175 -4.16770 -5.75637
H -1.81262 -5.90746 -4.25091
H -2.56504 -6.56725 -2.00350
H -2.92110 -5.98857 0.40362
H -2.78225 -4.25225 2.19470
H -1.81280 -2.06708 1.68286
O -2.87615 -0.47829 -2.72544
C -1.94851 -0.34288 -2.07521
```

## Properties
**Charge**: +1
**Multiplicity**: 3
**Highest occupied orbital energy (spin up / spin down)**: -0.3195 / -0.3609 Eh
**Orbital gap (spin up / spin down)**: 0.211 / 0.237 Ha
**M**: 995.61 g/mol
**LUMO level (spin up / spin down)**: -2.96 / -3.38 eV

- The lowest multiplicity belongs to which entry?
  C51H39BrN4O7SiZr

- Which of these has the highest charge?
  C51H41Br2N2OP2SiTi